[1]
Molecular formula: C37H83IN6O11
Method: DFT, ωB97M-V/def2-TZVPD

```
138
Properties=species:S:1:pos:R:3:forces:R:3
C 6.7674 4.6861 7.1723 0.1 0.3 -0.2
C 6.0127 3.4347 6.4716 1.3 0.9 0.9
O 4.7950 3.1524 7.1915 0.0 -0.6 -1.9
C 3.9548 2.2216 6.4444 -1.3 0.2 0.4
C 2.7442 1.8514 7.4478 1.3 -0.6 -0.3
C 1.6995 0.8073 6.8350 0.0 0.3 0.2
C 0.5615 1.4773 5.9222 -0.6 -0.6 0.2
C -0.6042 2.1906 6.7942 0.7 0.5 0.0
C -1.9337 2.3966 5.9365 -1.3 -1.1 -0.3
C -1.8369 3.2016 4.5276 0.6 0.0 -2.1
O -1.2911 2.8738 3.4573 -1.7 0.7 4.0
N -2.5891 4.4965 4.6299 0.3 -0.9 1.1
C -2.6775 4.6893 6.1204 0.1 -0.8 0.7
N -3.4982 5.8120 6.6453 0.5 -0.2 -0.8
C -3.1699 3.2024 6.5524 0.3 0.7 0.7
C -3.6008 2.9849 8.0752 -0.1 0.1 -0.6
C -4.6058 1.7362 8.2789 0.0 -1.1 -3.3
O -5.0375 1.0296 7.3594 1.5 2.6 3.6
I -5.1687 1.3690 10.3838 0.2 0.2 -0.9
H 7.1135 5.4571 6.3879 -0.6 -1.3 1.1
H 7.6980 4.3750 7.7512 -1.3 0.2 -0.8
H 6.0986 5.2589 7.8956 0.6 -1.0 -1.0
H 6.6908 2.5203 6.5705 -0.8 1.1 -0.5
H 5.8700 3.7190 5.3784 -0.2 -0.6 1.3
H 4.5261 1.3038 6.0812 -0.6 1.0 0.7
H 3.5132 2.7215 5.5084 0.7 -0.5 1.2
H 3.2438 1.3616 8.3585 -0.8 0.8 -1.2
H 2.2926 2.8379 7.7899 0.3 -1.3 -0.5
H 1.2445 0.2375 7.7299 0.4 0.9 -1.5
H 2.2535 0.0026 6.2269 -0.7 1.3 0.8
H 0.9833 2.2051 5.1501 -0.5 -1.0 1.1
H 0.0594 0.6301 5.3233 0.7 1.3 0.8
H -0.7759 1.5417 7.7299 -0.1 0.9 -1.5
H -0.2519 3.2111 7.2022 -0.4 -1.5 -0.7
H -2.3535 1.3481 5.7185 0.9 1.4 -0.1
H -3.5423 4.4081 4.2221 0.9 0.0 0.2
H -1.5994 4.9124 6.4259 -1.2 -0.9 -0.2
H -3.2961 6.6258 6.0446 -0.2 -0.4 0.4
H -3.1497 6.0668 7.5886 -0.3 -0.3 -0.9
H -4.1187 2.9740 5.9604 1.4 0.4 0.5
H -2.6608 2.8605 8.7036 -1.5 0.1 -0.3
H -4.2229 3.9093 8.3755 1.1 -1.4 -0.1
C -1.5537 1.9259 0.8989 -0.2 0.0 -0.4
O -1.8947 1.7296 -0.4686 0.4 0.1 0.2
C -0.7939 1.9377 -1.3558 -0.3 -0.3 -0.5
C -0.3668 0.6178 -1.9970 0.0 0.2 0.4
N 0.2724 -0.2628 -1.0191 0.0 0.0 -0.2
C 0.4804 -1.6275 -1.5050 -0.2 0.1 0.4
C -0.7699 -2.4625 -1.8203 0.3 -0.3 0.1
O -1.5494 -2.7893 -0.6760 0.0 0.3 -0.4
C -2.4900 -1.7942 -0.2980 0.0 -0.3 0.3
H -2.4732 1.8951 1.4838 0.0 0.0 -0.1
H -0.8956 1.1291 1.2552 0.1 0.1 0.1
H -1.0802 2.8989 1.0504 0.0 -0.1 0.0
H 0.0470 2.4368 -0.8639 0.0 -0.1 0.1
H -1.1554 2.6041 -2.1455 0.1 0.0 0.0
H 0.3360 0.8253 -2.8093 -0.1 0.0 0.1
H -1.2617 0.1514 -2.4244 -0.1 0.1 -0.1
H -0.3009 -0.3054 -0.1842 0.1 0.0 -0.1
H 1.0449 -2.1530 -0.7271 -0.1 -0.1 -0.1
H 1.1242 -1.5958 -2.3911 -0.1 0.1 -0.1
H -0.4236 -3.4202 -2.2235 0.0 0.0 0.1
H -1.3909 -2.0154 -2.6040 -0.1 0.2 0.1
H -2.8734 -1.2334 -1.1546 0.1 0.1 0.0
H -2.0453 -1.1165 0.4343 -0.1 0.2 -0.1
H -3.3302 -2.2922 0.1916 0.1 -0.1 -0.1
C 6.5573 0.5744 -4.8056 0.0 0.1 0.3
O 6.4923 1.8766 -4.2423 0.1 -0.2 -0.4
C 6.4977 2.9119 -5.2266 -0.2 0.5 0.5
C 5.1412 3.6150 -5.2669 0.1 -0.5 -0.1
N 4.1144 2.7417 -5.8343 0.0 0.2 0.1
C 2.7517 3.2525 -5.6782 0.0 -0.3 0.1
C 2.2075 3.3835 -4.2480 -0.4 0.0 -0.3
O 2.0176 2.1367 -3.5878 0.4 0.4 0.0
C 3.1762 1.6277 -2.9427 -0.3 -0.3 0.1
H 6.6991 -0.1400 -3.9930 0.0 0.1 0.0
H 5.6261 0.3267 -5.3188 0.2 -0.1 -0.2
H 7.4020 0.4857 -5.4957 -0.1 0.0 0.0
H 6.7888 2.5441 -6.2155 -0.1 -0.1 0.1
H 7.2547 3.6359 -4.9092 0.0 0.0 -0.1
H 5.2234 4.5202 -5.8771 -0.1 0.0 0.0
H 4.8901 3.9107 -4.2424 0.2 0.2 0.1
H 4.1666 1.8329 -5.3879 0.0 0.1 0.0
H 2.0962 2.5639 -6.2222 -0.1 0.1 0.1
H 2.6744 4.2216 -6.1825 0.1 0.0 0.1
H 1.2112 3.8318 -4.3229 0.0 -0.1 0.0
H 2.7975 4.0691 -3.6305 0.2 -0.1 0.0
H 3.8294 2.4203 -2.5689 0.0 0.0 -0.1
H 3.7250 0.9683 -3.6192 0.2 0.1 0.1
H 2.8504 1.0205 -2.0945 -0.1 0.1 0.0
C 4.6462 -0.9421 -8.4014 0.2 -0.1 0.1
O 4.6711 -1.5193 -7.1028 -0.3 0.4 -0.2
C 3.5500 -1.1362 -6.3018 0.1 -0.5 0.4
C 2.6347 -2.3360 -6.0562 0.2 0.3 -0.5
N 1.9375 -2.7271 -7.2797 0.0 -0.1 0.2
C 1.2401 -4.0101 -7.1747 0.2 0.0 -0.3
C 2.0992 -5.2655 -6.9598 -0.4 -0.1 -0.2
O 2.9283 -5.5957 -8.0686 0.1 0.2 0.4
C 4.1791 -4.9253 -8.0918 -0.1 -0.2 -0.3
H 5.5988 -1.1613 -8.8864 0.0 0.0 0.1
H 3.8468 -1.3767 -9.0070 -0.1 0.1 -0.1
H 4.5271 0.1445 -8.3465 -0.1 0.0 0.0
H 3.0012 -0.2919 -6.7313 0.0 -0.1 -0.2
H 3.9556 -0.8088 -5.3393 -0.1 0.0 0.0
H 1.8990 -2.0742 -5.2888 0.0 0.0 0.0
H 3.2557 -3.1543 -5.6752 0.1 0.1 0.2
H 2.6061 -2.7886 -8.0387 -0.1 0.0 0.1
H 0.6864 -4.1412 -8.1104 0.0 -0.1 0.1
H 0.4934 -3.9451 -6.3761 0.1 0.0 0.0
H 1.4112 -6.1097 -6.8458 0.0 0.0 0.0
H 2.6809 -5.2269 -6.0325 0.1 0.1 -0.1
H 4.5606 -4.7166 -7.0889 -0.1 0.1 0.0
H 4.1010 -4.0018 -8.6698 0.2 0.1 0.1
H 4.8969 -5.5680 -8.6063 -0.1 0.0 0.0
C -6.3297 -1.6664 0.7938 0.2 -0.2 -0.2
O -5.6403 -2.8679 1.1100 -0.3 0.4 0.2
C -5.8436 -3.2893 2.4607 0.3 -0.6 -0.1
C -6.6693 -4.5755 2.5011 -0.1 0.5 -0.2
N -8.0562 -4.3252 2.1129 0.1 -0.2 0.1
C -8.8349 -5.5452 1.8933 -0.1 0.3 -0.3
C -8.4071 -6.4569 0.7330 -0.5 -0.1 0.1
O -8.5971 -5.8817 -0.5548 0.4 -0.1 0.3
C -7.5268 -5.0625 -1.0003 -0.3 0.0 -0.2
H -6.0032 -1.3401 -0.1951 0.0 -0.1 0.1
H -7.4095 -1.8327 0.7592 -0.1 0.2 0.1
H -6.0947 -0.8768 1.5142 -0.1 0.0 0.0
H -6.2914 -2.5037 3.0772 -0.1 0.0 -0.2
H -4.8513 -3.5030 2.8702 0.0 0.0 0.0
H -6.6464 -4.9840 3.5165 0.0 0.0 0.0
H -6.1929 -5.2964 1.8276 0.2 0.0 0.1
H -8.0695 -3.7802 1.2587 0.0 0.0 0.1
H -9.8658 -5.2272 1.7048 0.1 -0.1 0.0
H -8.8522 -6.1282 2.8203 0.1 0.0 0.0
H -9.0572 -7.3376 0.7601 0.0 0.1 0.0
H -7.3858 -6.8359 0.8467 0.1 0.2 0.0
H -6.5577 -5.3979 -0.6219 0.0 0.1 0.1
H -7.7063 -4.0223 -0.7198 0.2 0.1 0.0
H -7.5027 -5.1026 -2.0915 0.0 -0.1 0.1
```
Forces are in eV/Å.

## Properties
LUMO energy, eV: 0.04
Structure (SMILES): CCOCCCCC[C@@H]1C(=O)N[C@@H](N)[C@@H]1CC(=O)I.COCCNCCOC.COCCNCCOC.COCCNCCOC.COCCNCCOC

=====

[2]
Molecular formula: C15H43KO10
Method: DFT, ωB97M-V/def2-TZVPD

```
69
Properties=species:S:1:pos:R:3:forces:R:3
K 4.4699 1.9056 1.2587 -0.9 -0.2 0.1
O 0.7744 0.2411 -0.5931 1.3 0.4 0.0
C 0.6776 0.8085 0.6690 0.3 0.2 0.3
O 1.7548 1.2539 1.1638 0.0 -0.4 -0.7
O -0.4478 0.8033 1.1737 -0.1 -0.1 0.0
H 1.7259 0.3800 -0.8380 -0.9 -0.1 0.0
C 0.8803 -2.9521 1.3818 -0.3 0.3 0.3
C -0.5571 -2.6260 0.9885 -0.3 0.3 0.4
O -1.2420 -1.8444 1.9874 0.5 -0.1 -0.5
H 0.8780 -3.5074 2.3218 0.1 -0.1 -0.1
H 1.4376 -2.0287 1.5787 0.0 -0.1 -0.2
H 1.3631 -3.5444 0.5972 0.1 0.1 0.1
H -1.1204 -3.5613 0.8897 0.0 0.2 0.0
H -0.5850 -2.1162 0.0197 0.0 -0.1 0.1
H -1.0464 -0.9021 1.8097 -0.1 -0.4 0.0
C -0.1373 2.1231 -3.5139 0.6 0.3 -0.1
C 0.1278 2.2649 -4.9917 -0.5 0.0 -0.4
O 1.2989 3.0664 -5.1835 0.0 -0.3 -0.2
H -0.0333 3.0997 -3.0370 -0.2 0.0 0.0
H 0.6063 1.4679 -3.0610 -0.1 -0.1 0.1
H -1.1300 1.7243 -3.3442 -0.1 -0.1 0.2
H -0.7386 2.7373 -5.4820 0.2 0.1 0.1
H 0.2135 1.2643 -5.4482 0.3 0.2 0.0
H 1.3970 3.2397 -6.1285 0.0 -0.1 0.2
C -3.6171 1.8299 3.7223 -1.0 -0.5 -0.5
C -2.2841 2.2916 4.2196 0.2 -0.4 0.7
O -1.3841 2.6452 3.1937 0.2 -0.6 -0.4
H -4.0580 2.4870 2.9678 0.2 0.1 0.1
H -4.3623 1.7263 4.5249 0.3 0.0 0.0
H -3.5276 0.8483 3.2396 0.0 0.1 0.0
H -1.8822 1.4779 4.8522 0.2 0.2 -0.1
H -2.3989 3.1400 4.8993 0.1 0.2 -0.3
H -1.1794 1.8575 2.6278 -0.1 0.8 0.5
C -0.5301 -3.5718 -3.0875 0.7 -0.6 0.4
C 0.0095 -2.1706 -2.9002 1.2 -0.9 -1.0
O -0.9283 -1.3904 -2.3007 -1.0 1.5 1.2
H -0.7779 -4.0339 -2.1239 -0.2 0.3 -0.1
H 0.2701 -4.2110 -3.4864 -0.3 0.1 -0.3
H -1.4067 -3.5983 -3.7257 -0.1 0.0 -0.1
H 0.2835 -1.7478 -3.8836 0.0 -0.1 0.0
H 0.9501 -2.2122 -2.3247 -0.1 -0.1 0.1
H -0.4764 -0.7368 -1.7348 -0.3 -0.1 -0.2
C -4.7913 0.0313 -1.1387 0.5 -0.5 -0.4
C -3.3366 0.3554 -0.8592 0.0 -0.7 -0.4
O -3.2661 1.0615 0.3406 0.4 0.6 0.8
H -4.8315 -0.6612 -1.9877 -0.1 0.2 -0.1
H -5.3309 0.9423 -1.3773 -0.3 0.0 0.1
H -5.2221 -0.5024 -0.2963 -0.2 0.2 0.2
H -2.9339 0.9368 -1.7004 0.1 0.0 0.0
H -2.7530 -0.5778 -0.7980 -0.1 0.2 0.0
H -2.3337 1.1241 0.6210 -0.4 -0.1 -0.2
C 1.1994 -0.3006 4.5191 -0.9 0.1 -0.2
C 1.7931 1.0722 4.7990 -0.3 -0.2 0.4
O 2.4754 1.6018 3.6703 0.3 -0.6 -0.3
H 0.3164 -0.2349 3.8646 0.3 0.2 -0.1
H 0.7943 -0.7556 5.4295 0.4 0.0 0.0
H 1.8976 -0.9801 4.0257 0.2 0.0 0.2
H 2.4723 0.9965 5.6583 0.2 0.1 -0.3
H 0.9953 1.7637 5.1094 0.1 -0.1 -0.2
H 2.0745 1.1814 2.8667 0.0 0.8 0.4
C 4.3426 -1.3837 -1.1622 0.4 0.3 0.7
C 4.2141 -0.3123 -2.2105 -1.1 0.5 -0.4
O 3.6596 0.9376 -1.6005 0.8 -1.0 -0.6
H 4.7928 -2.2872 -1.5781 -0.1 0.1 -0.1
H 3.3765 -1.6353 -0.7283 -0.1 0.0 0.0
H 4.9993 -1.0723 -0.3353 -0.1 0.0 -0.2
H 3.4920 -0.6749 -2.9659 0.2 0.3 0.2
H 5.1512 -0.1213 -2.7421 0.0 0.2 0.3
H 3.4854 1.5672 -2.3221 0.0 -0.3 0.3
```
Forces are in eV/Å.

## Properties
LUMO energy, eV: -1.13
Relative energy (zero: lowest compared OMol25 entry of this formula, charge and spin), kJ/mol: 3.0

=====

Short version: max |F| = 0.092, 0.042 hartree/bohr, in the order given.
Short version: HOMO energy = -8.335, -8.785 eV, in the order given.
Short version: gap between HOMO and LUMO = 8.371, 7.657 eV, in the order given.